116
Properties=species:S:1:pos:R:3 method="wB97M-V/def2-TZVPD" total_energy_ha=-7966.66528 lumo_energy_ha=-0.124 gap_ev=0.6999 e_homo_ha=-0.150
C 0.95 0.35 2.37
C 1.94 0.21 1.49
C 1.94 -0.73 0.29
I 4.11 -1.16 0.13
C 1.42 -2.12 0.71
C 2.08 -2.95 1.80
C 0.86 -3.20 2.74
C 0.03 -4.64 2.66
O 0.97 -4.00 3.76
N 1.26 -2.77 -0.65
N 0.62 -4.03 -0.59
C 1.17 -5.13 -1.39
C 2.73 -5.55 -1.11
C 3.45 -6.04 -2.51
C 4.89 -5.50 -2.40
C 0.50 -1.64 -1.40
I 0.55 -2.26 -3.50
I -1.58 -1.98 -0.89
C 1.16 -0.27 -1.05
C 2.25 0.16 -2.08
C 1.77 0.92 -3.34
C 2.67 0.58 -4.53
F 1.88 2.29 -3.17
C 0.19 0.90 -0.72
C 0.94 2.22 -0.44
C -0.95 1.20 -1.73
C -2.20 1.87 -1.11
C -3.01 1.05 -0.11
H -0.08 0.07 2.15
H 1.18 0.78 3.34
H 2.81 0.83 1.62
H 0.46 -1.85 1.16
H 2.79 -2.45 2.51
H 2.43 -3.93 1.49
H 0.20 -2.33 2.89
H -0.39 -5.32 3.40
H -0.94 -4.02 2.62
H 2.10 -2.89 -1.24
H 0.43 -4.28 0.38
H 0.56 -6.05 -1.15
H 1.07 -4.98 -2.48
H 2.84 -6.36 -0.33
H 3.27 -4.64 -0.84
H 3.44 -7.16 -2.66
H 3.00 -5.53 -3.38
H 4.87 -4.41 -2.39
H 5.36 -5.86 -1.49
H 5.49 -5.79 -3.26
H 2.78 -0.70 -2.45
H 2.94 0.85 -1.59
H 0.76 0.64 -3.64
H 2.78 -0.49 -4.66
H 2.22 0.98 -5.44
H 3.66 1.00 -4.38
H -0.31 0.64 0.22
H 0.58 2.63 0.50
H 2.01 2.09 -0.29
H 0.82 2.96 -1.23
H -0.57 1.96 -2.42
H -1.22 0.35 -2.37
H -1.91 2.80 -0.63
H -2.85 2.12 -1.95
H -2.46 0.78 0.79
H -3.84 1.67 0.23
H -3.48 0.18 -0.56
Br 3.16 -6.34 1.86
F 3.93 -2.55 3.19
C -0.36 6.11 -0.18
Cl -1.09 7.69 0.26
Cl -0.68 5.77 -1.88
Cl 1.34 6.14 0.15
Cl -1.13 4.83 0.80
Li -2.86 6.33 1.05
Cs 1.52 -7.54 -1.54
C -4.12 -6.60 4.57
O -4.75 -6.44 3.31
C -5.87 -5.54 3.33
C -5.55 -4.14 2.87
O -4.66 -3.50 3.77
C -3.33 -3.47 3.33
H -3.17 -7.10 4.39
H -3.92 -5.65 5.06
H -4.72 -7.23 5.22
H -6.30 -5.50 4.34
H -6.62 -5.97 2.67
H -6.47 -3.56 2.86
H -5.15 -4.14 1.85
H -3.19 -2.71 2.55
H -3.01 -4.44 2.95
H -2.71 -3.21 4.19
C 3.71 5.77 3.39
C 3.06 7.02 4.02
C 4.17 8.07 4.25
O 2.46 6.71 5.18
H 4.45 5.32 4.05
H 2.94 5.02 3.18
H 4.21 6.01 2.44
H 2.39 7.46 3.20
H 4.91 7.69 4.95
H 3.74 8.99 4.66
H 4.69 8.34 3.31
Na -2.24 -7.81 3.12
N -5.29 3.10 -1.27
O -6.12 2.36 -0.73
O -4.92 2.90 -2.45
O -4.80 4.07 -0.63
C -1.70 7.50 -5.01
C -3.20 7.38 -5.24
O -3.35 8.00 -6.50
C -2.18 7.83 -7.19
O -2.05 7.99 -8.35
O -1.19 7.45 -6.34
F -3.90 8.07 -4.31
H -1.44 8.46 -4.56
H -1.30 6.69 -4.41
H -3.57 6.36 -5.28

=====

138
Properties=species:S:1:pos:R:3 method="wB97M-V/def2-TZVPD" total_energy_ha=-7509.62872 lumo_energy_ha="-0.054 / -0.171" gap_ev="6.0691 / 2.8898" e_homo_ha="-0.277 / -0.277" spin_multiplicity=2
C -5.70 -1.40 5.37
C -4.57 -0.73 4.64
O -4.68 0.46 4.21
N -3.36 -1.69 4.30
H -3.22 -2.43 4.97
H -3.59 -2.11 3.41
C -2.03 -0.92 4.04
H -5.40 -1.90 6.29
H -6.08 -2.19 4.72
H -6.41 -0.60 5.58
H -1.11 -1.46 3.83
H -1.84 -0.45 5.01
H -2.14 -0.19 3.24
C -2.88 2.00 -5.22
C -3.86 0.86 -4.92
O -3.53 -0.31 -4.72
N -5.30 1.24 -4.55
H -5.49 2.11 -5.01
H -6.09 0.72 -4.89
C -5.56 1.24 -3.07
H -2.31 1.69 -6.10
H -2.09 2.09 -4.47
H -3.26 2.95 -5.58
H -4.62 1.56 -2.63
H -5.99 0.30 -2.73
H -6.36 1.94 -2.86
C 5.45 3.22 -1.41
C 4.26 3.33 -0.36
O 4.31 3.05 0.85
N 3.03 4.10 -0.89
H 3.05 5.07 -0.62
H 3.10 4.29 -1.88
C 1.72 3.42 -0.54
H 5.27 2.26 -1.89
H 6.36 3.13 -0.81
H 5.61 4.10 -2.04
H 1.53 3.25 0.52
H 1.73 2.52 -1.15
H 0.90 3.88 -1.09
C 4.20 -3.18 0.66
C 3.72 -4.70 0.50
N 2.38 -4.99 1.00
C 1.33 -5.54 0.28
C 0.19 -5.47 1.08
N 0.60 -5.09 2.36
C 1.97 -4.84 2.28
C -0.36 -4.89 3.38
H 5.17 -2.99 0.20
H 4.28 -3.11 1.75
H 3.53 -2.52 0.12
H 4.42 -5.28 1.11
H 3.77 -4.88 -0.57
H 1.42 -5.84 -0.75
H -0.84 -5.60 0.80
H 2.48 -4.35 3.09
H 0.10 -4.83 4.37
H -1.14 -5.65 3.34
H -0.92 -3.96 3.23
C 2.23 6.18 4.91
C 1.65 5.04 5.66
N 2.11 3.71 5.50
C 1.71 2.60 6.19
C 2.42 1.48 5.67
N 3.33 1.97 4.76
C 2.99 3.29 4.51
C 4.38 1.33 4.04
H 3.29 6.28 5.17
H 1.84 7.13 5.28
H 2.07 6.06 3.84
H 0.59 5.08 5.45
H 1.62 5.29 6.72
H 0.95 2.68 6.96
H 2.42 0.43 5.94
H 3.49 3.83 3.72
H 4.26 0.26 4.24
H 5.33 1.64 4.48
H 4.33 1.57 2.98
C 1.24 0.63 2.00
C -0.02 0.49 1.12
N 0.24 -0.37 -0.09
C 0.39 -1.79 -0.02
C 0.44 -2.25 -1.36
N -0.02 -1.27 -2.16
C -0.21 -0.13 -1.38
C -0.25 -1.32 -3.58
H 0.91 1.30 2.80
H 2.01 1.11 1.40
H 1.61 -0.32 2.37
H -0.34 1.48 0.79
H -0.78 0.11 1.79
H 0.54 -2.30 0.92
H 0.58 -3.24 -1.78
H -0.64 0.80 -1.73
H 0.18 -0.42 -4.03
H -1.33 -1.24 -3.70
H 0.26 -2.25 -3.85
Cl 1.80 -2.08 4.48
Cl -1.92 3.27 -1.29
C 0.77 3.46 -4.36
F 0.21 3.15 -5.52
F 0.17 4.36 -3.59
F 0.75 2.30 -3.77
S 2.59 3.92 -4.74
O 2.47 5.26 -5.33
O 3.24 3.81 -3.45
O 3.14 2.93 -5.65
C -0.81 -4.74 -5.31
F -1.48 -5.31 -6.30
F 0.27 -4.17 -5.77
F -1.63 -3.85 -4.75
S -0.16 -6.10 -3.96
O 0.64 -5.20 -3.12
O -1.34 -6.65 -3.27
O 0.63 -7.06 -4.72
C 0.57 -0.38 -7.73
F -0.67 0.10 -7.83
F 1.46 0.59 -7.48
F 0.65 -1.33 -6.81
S 1.10 -1.11 -9.48
O 0.39 -2.33 -9.73
O 0.69 -0.11 -10.43
O 2.56 -1.23 -9.41
C -4.17 -2.60 -0.81
F -3.35 -3.29 -1.69
F -4.12 -1.26 -0.83
F -5.41 -2.99 -1.17
S -3.68 -3.21 0.99
O -2.37 -2.68 1.31
O -4.73 -2.65 1.86
O -3.71 -4.70 1.07
C -2.11 3.29 5.10
F -3.03 4.25 5.34
F -1.11 3.28 5.91
F -2.55 2.01 5.27
S -1.70 3.35 3.21
O -0.25 3.33 3.02
O -2.43 2.24 2.68
O -2.33 4.60 2.75

=====

103
Properties=species:S:1:pos:R:3 method="wB97M-V/def2-TZVPD" total_energy_ha=-2368.04298 lumo_energy_ha=-0.167 gap_ev=6.6480 total_charge=+1 e_homo_ha=-0.412
C -3.65 2.61 -1.78
N -2.23 2.38 -2.22
C -1.72 1.04 -1.84
N -0.43 1.12 -1.01
C 0.48 2.10 -1.49
C 1.82 2.24 -0.68
C 1.91 1.23 0.49
C 0.77 0.22 0.77
C 0.92 -0.85 1.97
F 0.14 -1.98 1.56
F 2.28 -1.27 2.05
C 0.35 -0.26 3.35
F 1.40 0.35 4.08
F -0.29 -1.26 4.10
F -0.66 0.69 2.98
N -0.39 0.25 -0.03
H -4.15 3.24 -2.60
H -4.28 1.66 -1.67
H -3.63 3.27 -0.85
H -2.29 2.35 -3.26
H -1.47 0.37 -2.73
H -2.53 0.48 -1.24
H 0.29 2.76 -2.41
H 2.63 3.01 -0.94
H 2.82 1.20 1.18
C -2.40 7.80 -3.33
C -1.37 6.84 -3.90
C -1.89 5.50 -3.42
O -3.32 5.61 -3.34
C -3.68 7.00 -3.47
H -2.44 8.75 -3.86
H -2.19 7.99 -2.28
H -1.39 6.88 -4.99
H -0.35 7.04 -3.56
H -1.52 5.26 -2.41
H -1.63 4.68 -4.09
H -4.13 7.13 -4.45
H -4.42 7.26 -2.71
C 5.79 -0.33 -2.29
C 5.21 -1.65 -1.83
C 4.59 -1.28 -0.50
O 4.18 0.10 -0.60
C 4.75 0.66 -1.79
H 5.95 -0.28 -3.37
H 6.75 -0.16 -1.79
H 4.43 -1.98 -2.52
H 5.94 -2.45 -1.74
H 5.32 -1.35 0.31
H 3.73 -1.90 -0.25
H 3.95 0.79 -2.52
H 5.19 1.64 -1.57
C -6.20 1.86 2.81
C -6.69 0.56 2.23
C -6.86 0.90 0.77
O -5.88 1.90 0.46
C -5.32 2.39 1.69
H -5.66 1.75 3.75
H -7.04 2.54 2.97
H -5.92 -0.22 2.35
H -7.61 0.19 2.69
H -7.85 1.32 0.57
H -6.71 0.03 0.11
H -4.30 2.00 1.77
H -5.28 3.48 1.67
C -5.88 -4.45 0.27
C -5.02 -4.17 -0.94
C -5.84 -3.13 -1.68
O -6.57 -2.40 -0.69
C -6.47 -3.09 0.57
H -5.33 -4.87 1.11
H -6.68 -5.15 0.00
H -4.06 -3.73 -0.61
H -4.80 -5.05 -1.54
H -6.56 -3.61 -2.35
H -5.22 -2.44 -2.26
H -5.81 -2.50 1.22
H -7.45 -3.15 1.04
C 4.63 -0.48 3.82
C 5.95 -1.09 3.40
C 6.69 0.12 2.84
O 6.22 1.26 3.57
C 5.06 0.89 4.32
H 4.10 -1.06 4.57
H 3.98 -0.37 2.95
H 6.47 -1.48 4.27
H 5.85 -1.90 2.67
H 6.46 0.27 1.78
H 7.77 0.03 2.95
H 5.35 0.85 5.38
H 4.28 1.64 4.20
C 5.15 -6.61 0.89
C 3.80 -6.42 0.25
C 3.78 -4.93 -0.03
O 5.14 -4.54 -0.26
C 6.01 -5.62 0.12
H 5.53 -7.63 0.83
H 5.11 -6.33 1.94
H 3.75 -6.98 -0.70
H 2.97 -6.75 0.88
H 3.42 -4.37 0.84
H 3.17 -4.67 -0.89
H 6.41 -6.07 -0.80
H 6.84 -5.23 0.71

=====

108
Properties=species:S:1:pos:R:3 method="wB97M-V/def2-TZVPD" total_energy_ha=-3169.76088 lumo_energy_ha=-0.328 gap_ev=7.5054 total_charge=+3 e_homo_ha=-0.604
Ti -0.02 0.94 -0.13
C 1.25 1.00 3.85
N -0.19 0.81 3.90
C -0.73 0.66 5.26
C -0.95 0.77 2.81
N -0.62 1.55 1.71
C -0.29 2.94 2.08
C -0.56 3.82 0.88
N 0.12 3.20 -0.28
C 1.57 3.57 -0.28
C 2.45 2.38 -0.63
N 2.03 1.18 0.13
C 3.03 0.56 0.82
N 4.00 1.26 1.44
C 5.39 0.79 1.48
C 3.81 2.58 2.03
N 3.08 -0.78 0.93
C 3.65 -1.44 2.10
C 2.78 -1.68 -0.17
C -0.52 3.62 -1.55
C 0.04 2.75 -2.65
N 0.04 1.34 -2.20
C -0.17 0.44 -3.21
N 0.64 -0.65 -3.30
C 0.20 -1.91 -3.88
C 2.10 -0.48 -3.27
N -1.12 0.59 -4.13
C -2.35 1.36 -3.92
C -0.95 0.15 -5.52
N -2.05 0.02 2.82
C -3.32 0.46 2.25
C -2.16 -1.23 3.58
H 1.73 0.20 4.40
H 1.54 1.95 4.30
H 1.58 0.95 2.81
H -0.27 1.42 5.89
H -0.50 -0.32 5.68
H -1.80 0.81 5.26
H 0.75 3.04 2.39
H -0.90 3.27 2.93
H -0.22 4.84 1.04
H -1.63 3.86 0.68
H 1.82 3.92 0.72
H 1.74 4.40 -0.96
H 3.49 2.64 -0.43
H 2.39 2.16 -1.69
H 5.53 -0.04 0.80
H 5.69 0.50 2.49
H 6.03 1.61 1.16
H 2.76 2.78 2.17
H 4.27 3.37 1.43
H 4.30 2.59 3.01
H 3.75 -0.74 2.92
H 4.63 -1.89 1.88
H 2.96 -2.23 2.40
H 2.11 -1.20 -0.88
H 2.30 -2.58 0.22
H 3.70 -1.98 -0.67
H -0.34 4.68 -1.74
H -1.59 3.47 -1.47
H 1.06 3.05 -2.90
H -0.54 2.89 -3.57
H -0.89 -1.99 -3.83
H 0.65 -2.72 -3.31
H 0.50 -2.03 -4.92
H 2.46 -0.26 -4.28
H 2.56 -1.41 -2.95
H 2.37 0.32 -2.60
H -2.42 1.69 -2.89
H -3.21 0.72 -4.16
H -2.37 2.22 -4.59
H 0.09 -0.07 -5.73
H -1.26 0.97 -6.17
H -1.57 -0.72 -5.75
H -3.63 -0.18 1.42
H -3.24 1.49 1.92
H -4.08 0.41 3.03
H -1.17 -1.58 3.86
H -2.63 -1.97 2.93
H -2.79 -1.10 4.46
N -4.34 -1.86 -2.22
C -3.97 -0.69 -1.67
C -2.65 -0.48 -1.19
N -2.28 0.68 -0.67
C -3.20 1.65 -0.61
C -4.49 1.44 -1.09
N -4.87 0.29 -1.62
H -3.80 -2.70 -2.07
H -5.31 -1.98 -2.44
H -1.92 -1.27 -1.24
H -2.93 2.59 -0.15
H -5.23 2.23 -1.04
O 0.51 -1.50 2.16
C 0.08 -1.82 1.08
O -0.08 -0.89 0.11
C -0.32 -3.20 0.71
C -0.58 -3.55 -0.61
C -0.94 -4.84 -0.93
C -1.05 -5.76 0.10
C -0.78 -5.45 1.42
C -0.41 -4.15 1.72
N -1.45 -7.15 -0.24
O -1.50 -7.94 0.67
O -1.70 -7.37 -1.41
H -0.46 -2.81 -1.39
H -1.14 -5.16 -1.94
H -0.86 -6.22 2.17
H -0.18 -3.87 2.74